#A
{"formula": "H3N2OP", "method": "ωB97M-V with the def2-TZVPD basis set", "homo_lumo_gap_ev": [8.6, 6.4], "spin_multiplicity": 1, "charge": 0, "symbols": ["N", "N", "O", "P", "H", "H", "H"], "coordinates": [[-0.212, 0.171, -0.590], [-1.018, -0.469, 0.243], [3.867, 0.354, 0.185], [2.547, -0.230, -0.101], [-1.728, 0.116, 0.680], [-0.444, -0.947, 1.011], [-0.497, 0.978, -0.711]]}

#B
{"formula": "H3N2OP", "method": "ωB97M-V with the def2-TZVPD basis set", "homo_lumo_gap_ev": 8.7, "spin_multiplicity": 1, "charge": 0, "smiles": "N/N=P/O", "symbols": ["N", "N", "O", "P", "H", "H", "H"], "coordinates": [[-0.133, 0.162, 0.017], [-0.863, -0.896, 0.793], [1.372, 1.388, -1.294], [1.115, -0.172, -0.892], [-1.780, -0.614, 1.089], [-0.610, -1.920, 1.006], [0.900, 2.053, -0.720]]}

According to the calculations, the structures order from most to least stable as #B, #A.

#A
{"formula": "C6H7NO3", "method": "ωB97M-V with the def2-TZVPD basis set", "homo_lumo_gap_ev": 10.5, "spin_multiplicity": 1, "charge": 0, "smiles": "NC(=O)[C@@H]1OC12CC(=O)C2", "symbols": ["O", "C", "C", "C", "C", "O", "C", "C", "N", "H", "H", "H", "H", "H", "O", "H", "H"], "coordinates": [[-3.484, 0.871, -0.194], [-2.402, 0.353, -0.162], [-1.068, 0.668, -0.834], [-0.472, -0.451, 0.026], [-1.835, -0.845, 0.597], [0.487, -1.369, -0.434], [0.846, -0.534, 0.661], [1.860, 0.549, 0.404], [2.838, 0.250, -0.458], [-1.072, 0.436, -1.910], [-0.686, 1.687, -0.681], [-1.948, -0.816, 1.689], [-2.209, -1.804, 0.210], [0.942, -1.026, 1.633], [1.807, 1.609, 1.025], [2.621, -0.160, -1.356], [3.776, 0.583, -0.215]]}

#B
{"formula": "C6H7NO3", "method": "ωB97M-V with the def2-TZVPD basis set", "homo_lumo_gap_ev": [6.5, 6.6], "spin_multiplicity": 1, "charge": 0, "symbols": ["C", "C", "C", "C", "C", "C", "N", "O", "O", "O", "H", "H", "H", "H", "H", "H", "H"], "coordinates": [[-0.881, 0.089, 1.124], [-1.899, -0.086, 0.304], [0.101, 0.889, -0.155], [-1.281, 0.494, -0.871], [1.191, -0.165, -0.430], [2.401, -0.119, 0.506], [-3.090, -0.728, 0.487], [0.450, 2.065, 0.215], [-3.994, -0.528, -0.297], [0.893, -1.348, -1.085], [-0.549, 0.262, 2.171], [-1.160, -0.037, -1.756], [-1.860, 1.433, -1.050], [3.337, -0.617, 0.001], [2.044, -0.633, 1.381], [2.658, 0.971, 0.700], [1.638, -1.940, -1.245]]}

According to the calculations, the structures order from most to least stable as #A, #B.